[1]
Computed, not measured: 2 unconnected molecules or ions with the total composition C3H9N2O2S, with wB97M-V/def2-TZVPD.

Positions of all 17 atoms, in Å:
C  -0.437  0.113  0.914
C  0.787  0.333  1.819
S  1.008  -1.307  2.666
N  -0.571  1.136  -0.111
C  -1.146  1.010  -1.356
N  -1.562  -0.278  -1.755
O  -1.406  1.992  -2.018
H  -0.421  -0.900  0.532
H  -1.329  0.033  1.554
H  1.683  0.368  1.209
H  0.639  1.097  2.570
H  -0.445  2.084  0.213
H  -0.881  -0.976  -1.510
H  -1.676  -0.315  -2.764
H  1.628  -0.794  -0.423
H  2.098  -2.195  -0.520
O  2.033  -1.402  -1.017

LUMO energy (spin up / spin down) = 0.02191 / -0.09628 Ha
Spin multiplicity = 2
Charge = 0
Highest occupied orbital energy (spin up / spin down) = -9.79 / -9.56 eV

Atomic partial charges in e from the natural (NBO) method, atoms 1 to 2: -0.247 -0.551

[2]
Computed, not measured: 2 unconnected molecules or ions with the total composition C7H10O, with wB97M-V/def2-TZVPD.

Positions of all 18 atoms, in Å:
C  -2.553  0.080  1.178
C  -2.283  1.181  0.317
C  -1.869  1.107  -0.991
C  -1.499  -0.188  -1.511
C  -1.620  -1.181  -0.624
C  -2.155  -1.166  0.635
C  4.388  -0.021  0.196
H  -3.234  0.391  2.149
H  -2.401  2.107  0.930
H  -1.985  1.977  -1.656
H  -1.027  -0.271  -2.523
H  -1.376  -1.995  -1.082
H  -2.494  -2.244  1.065
H  2.837  0.541  1.263
H  5.493  0.123  -0.121
H  4.232  -1.283  0.143
H  3.689  0.399  -0.775
O  3.856  0.444  1.405

LUMO energy = 0.02249 Ha
Spin multiplicity = 1
Charge = 0
Highest occupied orbital energy = -9.44 eV
Structure (SMILES) = c1ccccc1.CO

Atomic partial charges in e from the natural (NBO) method, atoms 1 to 2: -0.210 -0.238

[3]
Computed, not measured: 2 unconnected molecules or ions with the total composition C3H9BrNO, with wB97M-V/def2-TZVPD.

Positions of all 15 atoms, in Å:
C  0.449  -2.323  -0.166
C  -0.083  0.899  1.160
C  -0.793  0.342  0.021
N  -0.392  0.968  -1.280
O  1.324  1.053  0.837
Br  -2.711  0.042  0.206
H  0.653  -2.444  -1.286
H  1.190  -2.325  0.505
H  -0.484  -2.364  0.196
H  -0.296  2.051  1.301
H  -0.151  0.374  2.045
H  -0.868  1.815  -1.463
H  0.631  1.248  -0.985
H  -0.253  0.447  -2.137
H  1.784  0.217  1.047

LUMO energy = -0.22100 Ha
Spin multiplicity = 1
Charge = +1
Highest occupied orbital energy = -12.52 eV

Atomic partial charges in e from the natural (NBO) method, atoms 1 to 2: -0.274 -0.199

Largest force on an atom? In order: 2.2; 6.1; 5.4 eV/A.
ΔE to the lowest compared entry with this formula, charge and spin? In order: 2.04; 81.60; 106.76 kcal/mol.